{
  "formula": "C52H73BN8O4S4SrTe",
  "method": "wB97M-V/def2-TZVPD",
  "e_above_lowest_kj_mol": 0.0,
  "energy_ev": -127376.098,
  "total_charge": -1,
  "s_squared": 0.764,
  "multiplicity": 2,
  "gap_ev": [6.7, 6.7],
  "lumo_energy_ev": [2.10, 1.74],
  "symbols": ["Sr", "C", "C", "C", "C", "N", "C", "C", "N", "B", "N", "C", "C", "N", "C", "S", "C", "C", "C", "C", "N", "C", "C", "N", "C", "S", "C", "C", "C", "C", "C", "S", "H", "H", "H", "H", "H", "H", "H", "H", "H", "H", "H", "H", "H", "H", "H", "H", "H", "H", "H", "H", "H", "H", "H", "H", "H", "H", "H", "H", "H", "H", "H", "H", "H", "H", "N", "C", "C", "O", "O", "H", "H", "H", "H", "C", "C", "C", "C", "C", "C", "Te", "N", "C", "O", "C", "C", "C", "C", "C", "C", "C", "C", "C", "C", "C", "C", "C", "C", "C", "C", "C", "C", "H", "H", "H", "H", "H", "H", "H", "H", "H", "H", "H", "H", "H", "H", "H", "H", "H", "H", "H", "H", "H", "H", "H", "H", "H", "H", "H", "O", "S", "C", "C", "C", "C", "H", "H", "H", "H", "H", "H", "H", "H"],
  "xyz": [[-1.1367, 0.1840, 0.8072], [0.2807, -2.9904, 4.6073], [-0.3751, -1.8044, 5.3197], [-1.8569, -1.8046, 4.9590], [-0.2555, -1.9358, 6.8408], [0.3915, -0.5784, 4.9235], [1.7466, -0.5356, 5.2221], [2.1996, 0.6722, 4.8644], [1.1498, 1.3878, 4.3313], [1.4732, 2.8067, 3.7969], [0.2422, 3.7449, 3.7367], [-0.2285, 4.2869, 4.9122], [-1.4043, 4.8826, 4.6608], [-1.6728, 4.7146, 3.3105], [-0.6595, 3.9847, 2.7492], [-0.5293, 3.5144, 1.1111], [-2.9453, 5.1442, 2.6630], [-2.6407, 6.1101, 1.5163], [-3.7353, 3.9217, 2.2000], [-3.7912, 5.8928, 3.6935], [2.2238, 2.8393, 2.4400], [2.7763, 4.0372, 2.0464], [3.1881, 3.9153, 0.7750], [2.8993, 2.6184, 0.3749], [2.3181, 1.9599, 1.4234], [1.8394, 0.3217, 1.4460], [3.1069, 2.0981, -1.0040], [4.1145, 0.9508, -0.9896], [3.6660, 3.2246, -1.8732], [1.7668, 1.6647, -1.6096], [0.0282, 0.6240, 4.3758], [-1.5196, 1.0933, 3.8163], [-0.2895, -3.8975, 4.8139], [1.3087, -3.1591, 4.9327], [0.2657, -2.8213, 3.5312], [-2.2442, -2.7647, 5.3138], [-2.0140, -1.7393, 3.8874], [-2.4001, -1.0054, 5.4546], [-0.7830, -2.8341, 7.1658], [-0.7118, -1.0731, 7.3295], [0.7798, -2.0128, 7.1755], [2.2644, -1.3748, 5.6456], [3.1912, 1.0865, 4.9004], [2.2334, 3.2926, 4.6106], [0.3268, 4.1967, 5.8286], [-2.0591, 5.4196, 5.3187], [-2.0308, 5.6296, 0.7553], [-2.1118, 6.9895, 1.8936], [-3.5832, 6.4364, 1.0704], [-3.2142, 3.3504, 1.4379], [-4.6869, 4.2606, 1.7823], [-3.9397, 3.2730, 3.0555], [-3.2859, 6.7800, 4.0814], [-4.0838, 5.2496, 4.5248], [-4.7019, 6.2202, 3.1924], [2.7828, 4.8918, 2.6995], [3.6317, 4.6411, 0.1232], [5.0782, 1.2967, -0.6088], [4.2575, 0.5916, -2.0117], [3.7568, 0.1269, -0.3761], [4.6330, 3.5819, -1.5147], [2.9741, 4.0662, -1.9382], [3.8100, 2.8293, -2.8787], [1.4101, 0.7426, -1.1547], [1.8961, 1.4941, -2.6805], [1.0212, 2.4514, -1.4710], [-5.9063, -0.5009, 0.1981], [-5.1847, 0.6880, -0.2398], [-3.6706, 0.5396, -0.3150], [-3.1801, -0.6037, -0.5046], [-2.9459, 1.5626, -0.1579], [-5.5578, -1.2832, -0.3485], [-5.6267, -0.7181, 1.1496], [-5.4204, 1.5407, 0.3978], [-5.5226, 0.9696, -1.2419], [5.2509, -6.7212, -4.9677], [4.3994, -5.7950, -4.1427], [4.9556, -4.7622, -3.4086], [4.1729, -3.9004, -2.6361], [4.8945, -2.7999, -1.8956], [2.7845, -4.0720, -2.6069], [1.5723, -2.6695, -1.3881], [-0.0391, -2.0242, 0.0141], [-0.6243, -2.6535, 0.9863], [-1.3908, -2.0308, 1.8035], [-0.4939, -4.1394, 1.2009], [0.7410, -4.7698, 1.3031], [0.8161, -6.1406, 1.5093], [-0.3466, -6.8938, 1.5986], [-1.5830, -6.2673, 1.5070], [-1.6560, -4.8943, 1.3255], [0.3743, -2.0629, -3.0302], [-1.0002, -2.3331, -3.1065], [-1.7940, -3.0948, -2.0817], [-1.7058, -1.8614, -4.2147], [-1.1039, -1.1455, -5.2344], [-1.9044, -0.6219, -6.3948], [0.2600, -0.9083, -5.1450], [1.0115, -1.3513, -4.0621], [2.4886, -1.0621, -4.0833], [2.2105, -5.1461, -3.3066], [0.7393, -5.4437, -3.2478], [3.0229, -5.9759, -4.0704], [6.2794, -6.3645, -5.0285], [4.8661, -6.8094, -5.9855], [5.2711, -7.7266, -4.5410], [6.0319, -4.6154, -3.4279], [5.9080, -3.1171, -1.6463], [4.4002, -2.4975, -0.9747], [4.9787, -1.9036, -2.5168], [1.6480, -4.1807, 1.2401], [1.7832, -6.6201, 1.5970], [-0.2900, -7.9654, 1.7467], [-2.4925, -6.8508, 1.5832], [-2.6091, -4.3823, 1.2783], [-1.2027, -3.8512, -1.5713], [-2.6335, -3.5879, -2.5756], [-2.1912, -2.4187, -1.3238], [-2.7707, -2.0630, -4.2657], [-2.8930, -1.0794, -6.4301], [-1.4039, -0.8192, -7.3446], [-2.0465, 0.4585, -6.3189], [0.7567, -0.3535, -5.9354], [3.0516, -1.9148, -4.4728], [2.8813, -0.8458, -3.0895], [2.6929, -0.2016, -4.7231], [0.3757, -5.4204, -2.2191], [0.5342, -6.4346, -3.6551], [0.1541, -4.7145, -3.8114], [2.5677, -6.7977, -4.6162], [-4.6428, 3.8030, -2.6543], [-3.6442, 4.2864, -1.6485], [-3.1950, 5.9910, -2.1741], [-1.7459, 5.9854, -2.6569], [-1.5082, 4.6003, -3.2420], [-2.0301, 3.6501, -2.1761], [-3.3843, 6.6901, -1.3598], [-3.8994, 6.1836, -2.9849], [-1.0769, 6.1268, -1.8028], [-1.5541, 6.7949, -3.3636], [-0.4562, 4.4159, -3.4674], [-2.0788, 4.4714, -4.1655], [-1.3897, 3.6389, -1.2917], [-2.2208, 2.6242, -2.4849]],
  "forces_ev_per_angstrom": [[0.286, 0.622, 0.426], [0.016, -0.029, -0.010], [0.043, 0.043, -0.044], [0.006, 0.022, 0.054], [-0.007, -0.028, 0.047], [-0.047, 0.086, 0.099], [-0.026, -0.019, -0.032], [0.061, -0.001, -0.074], [0.015, 0.069, 0.107], [-0.098, 0.118, 0.006], [-0.131, -0.189, -0.016], [0.035, 0.035, -0.037], [-0.012, 0.065, 0.018], [-0.039, -0.149, -0.020], [0.093, 0.076, -0.042], [0.011, 0.050, 0.169], [0.098, 0.064, 0.046], [-0.035, -0.013, 0.013], [-0.046, 0.039, 0.035], [-0.061, 0.034, -0.024], [0.187, -0.132, 0.096], [-0.062, 0.060, -0.020], [-0.047, -0.005, -0.046], [0.054, -0.051, 0.007], [-0.135, -0.001, -0.089], [0.092, -0.080, -0.063], [-0.026, 0.066, 0.002], [0.011, -0.013, -0.040], [0.006, 0.006, -0.040], [0.009, -0.003, -0.021], [-0.043, -0.217, -0.223], [0.046, 0.016, 0.013], [0.004, -0.002, 0.001], [-0.005, 0.010, -0.018], [-0.003, -0.004, 0.072], [-0.025, 0.026, -0.032], [0.018, -0.014, 0.011], [-0.001, 0.047, 0.013], [0.001, 0.000, -0.002], [0.000, 0.000, -0.007], [-0.006, -0.003, -0.018], [0.018, 0.039, 0.003], [-0.001, -0.009, 0.028], [-0.036, 0.053, 0.011], [-0.011, -0.007, 0.003], [0.049, -0.044, 0.006], [0.007, -0.017, 0.004], [0.003, -0.018, -0.004], [0.015, -0.014, 0.004], [0.056, -0.037, -0.046], [0.006, -0.030, -0.006], [0.020, -0.011, -0.025], [0.005, -0.019, -0.018], [0.007, 0.006, -0.016], [-0.012, 0.005, 0.007], [0.025, -0.013, 0.012], [0.019, 0.001, 0.036], [-0.008, -0.006, 0.023], [0.020, 0.016, 0.017], [-0.008, -0.007, 0.011], [-0.006, -0.017, 0.012], [-0.005, -0.011, -0.005], [0.002, 0.001, 0.000], [0.005, -0.003, 0.008], [-0.010, -0.021, 0.003], [0.005, 0.001, 0.013], [0.018, -0.057, -0.019], [-0.032, 0.134, -0.134], [0.103, -0.119, -0.114], [-0.240, -0.049, 0.052], [-0.320, 0.254, -0.109], [-0.006, 0.017, 0.009], [-0.015, 0.025, -0.005], [0.022, -0.048, 0.063], [0.009, -0.002, 0.000], [0.041, -0.013, -0.044], [-0.041, 0.004, 0.025], [0.002, -0.005, 0.033], [0.018, -0.039, -0.045], [0.040, 0.078, 0.008], [-0.034, 0.043, -0.140], [-0.128, -0.088, 0.261], [0.271, 0.074, -0.141], [-0.013, -0.102, 0.024], [-0.051, -0.358, 0.008], [0.060, -0.016, -0.002], [0.009, -0.006, -0.002], [-0.023, 0.016, -0.007], [0.003, -0.009, 0.009], [-0.009, -0.007, 0.006], [0.020, 0.060, -0.004], [0.070, -0.076, -0.025], [-0.013, 0.072, 0.005], [-0.014, -0.122, -0.047], [0.007, 0.029, 0.039], [-0.034, -0.007, 0.007], [-0.041, 0.011, -0.060], [0.019, 0.041, 0.033], [-0.064, 0.032, -0.055], [0.074, 0.010, -0.026], [0.091, 0.020, 0.003], [-0.101, -0.027, 0.016], [-0.006, -0.029, 0.011], [-0.004, 0.006, 0.015], [-0.011, 0.004, 0.007], [-0.008, 0.006, 0.012], [-0.001, 0.001, -0.005], [0.000, -0.002, -0.014], [-0.013, -0.052, 0.002], [-0.028, 0.005, -0.001], [-0.004, -0.003, 0.002], [0.000, 0.001, -0.002], [0.001, 0.003, 0.000], [0.001, 0.004, 0.000], [-0.011, -0.028, 0.001], [0.065, -0.035, -0.012], [-0.012, -0.001, 0.006], [-0.022, -0.025, -0.079], [0.002, 0.003, 0.000], [0.009, -0.008, 0.010], [0.012, -0.003, 0.009], [0.016, -0.002, 0.026], [0.009, -0.008, 0.002], [-0.018, -0.011, 0.030], [-0.052, -0.006, 0.013], [0.000, -0.023, -0.028], [0.010, 0.023, 0.033], [-0.008, 0.016, -0.021], [0.014, 0.029, 0.001], [-0.002, 0.004, 0.002], [-0.001, 0.088, -0.018], [-0.070, -0.109, 0.087], [0.022, 0.022, -0.073], [0.021, 0.091, 0.122], [-0.031, -0.126, -0.065], [0.032, -0.066, -0.011], [0.004, -0.038, -0.007], [0.003, 0.003, -0.005], [0.012, 0.016, -0.011], [-0.016, -0.013, -0.035], [0.013, 0.001, 0.017], [0.005, 0.019, -0.008], [-0.077, 0.026, -0.005], [0.037, 0.007, -0.030]]
}